# 1
Formula: C26H28N5O7S7Ti
Source: the Open Molecules 2025 dataset
Level of theory: wB97M-V/def2-TZVPD

Structure (ORCA input):
```
! wB97M-V def2-TZVPD RIJCOSX def2/J DEFGRID3
* xyz 1 1
Ti 0.02 0.49 -0.05
O 0.13 -0.66 1.72
C -0.13 -2.11 1.64
C -0.70 -2.31 0.22
O -1.04 -3.38 -0.19
O -0.80 -1.17 -0.47
C -1.24 -2.44 2.63
C -1.23 -3.62 3.36
C -2.29 -3.92 4.20
C -3.36 -3.05 4.32
C -3.38 -1.88 3.58
C -2.33 -1.58 2.73
C 1.19 -2.81 1.88
C 1.80 -2.62 3.12
C 3.06 -3.15 3.37
C 3.70 -3.89 2.38
C 3.09 -4.09 1.16
C 1.83 -3.55 0.90
H 0.80 -0.48 2.41
H -0.40 -4.31 3.26
H -2.27 -4.84 4.77
H -4.18 -3.29 4.99
H -4.23 -1.20 3.65
H -2.38 -0.68 2.12
H 1.29 -2.07 3.90
H 3.52 -3.01 4.33
H 4.68 -4.31 2.58
H 3.59 -4.67 0.39
H 1.37 -3.72 -0.06
S 5.86 1.94 -4.28
C 4.56 1.58 -3.37
S 4.64 0.60 -1.92
C 2.94 0.70 -1.53
C 2.16 1.40 -2.36
S 0.47 1.61 -2.04
S 2.94 2.13 -3.74
S 2.28 -0.07 -0.12
C 4.37 -0.21 5.06
C 3.82 1.15 5.48
S 2.93 1.87 4.13
O 1.78 1.03 3.84
O 3.85 2.16 3.05
C 2.35 3.45 4.75
C 1.74 4.31 3.65
N 0.74 3.55 2.89
C 0.98 2.97 1.70
N 0.10 2.00 1.48
C -0.77 1.98 2.54
C -0.40 2.95 3.40
N -1.05 3.29 4.63
O -0.60 4.23 5.27
O -2.01 2.62 4.93
C 2.07 3.39 0.78
H 4.91 -0.65 5.90
H 5.04 -0.11 4.22
H 3.55 -0.88 4.79
H 4.62 1.85 5.73
H 3.12 1.09 6.32
H 3.22 3.96 5.16
H 1.64 3.25 5.56
H 2.50 4.62 2.94
H 1.28 5.19 4.09
H -1.59 1.29 2.64
H 3.03 3.44 1.30
H 1.83 4.36 0.35
H 2.16 2.67 -0.03
N -4.13 1.58 -2.16
C -3.11 0.88 -1.67
N -2.84 -0.32 -2.14
S -2.21 1.63 -0.40
H -4.74 1.21 -2.87
H -4.29 2.51 -1.83
H -3.38 -0.71 -2.90
H -2.11 -0.88 -1.72
*
```

Energy in eV: -148158.464
E_LUMO in eV: -3.8
Energy relative to the best compared isomer or geometry (same formula, charge and spin) in kJ/mol: 0.00
Max |F| in eV/Å: 0.273
Orbital gap in eV: 6.0

# 2
Formula: C6H11NO
Source: the Open Molecules 2025 dataset
Level of theory: wB97M-V/def2-TZVPD

Structure (ORCA input):
```
! wB97M-V def2-TZVPD RIJCOSX def2/J DEFGRID3
* xyz 0 1
C -1.23 -1.98 -0.72
C 1.97 1.61 0.23
C -0.18 0.31 -0.39
C -1.06 -0.67 0.01
C 0.77 0.78 0.60
N 0.00 0.62 -1.74
C 0.71 0.18 1.84
O -2.09 -0.40 0.91
H -2.78 -1.07 0.82
H -0.77 0.30 -2.31
H 0.27 1.59 -1.87
H -2.05 -1.91 -1.45
H -0.31 -2.25 -1.25
H -1.47 -2.79 -0.03
H 2.81 0.96 -0.04
H 2.30 2.24 1.07
H 1.79 2.30 -0.60
H -0.18 -0.14 2.36
H 1.50 0.33 2.56
*
```

SMILES: C=C(C)/C(N)=C(/C)O
Energy in eV: -9934.705
E_LUMO (alpha / beta) in eV: 0.8 / 0.7
Energy relative to the best compared isomer or geometry (same formula, charge and spin) in kJ/mol: 361.72
Max |F| in eV/Å: 2.700
Orbital gap (alpha / beta) in eV: 7.1 / 7.3

# 3
Formula: C5H14O3
Source: the Open Molecules 2025 dataset
Level of theory: wB97M-V/def2-TZVPD

Structure (ORCA input):
```
! wB97M-V def2-TZVPD RIJCOSX def2/J DEFGRID3
* xyz 0 1
O 2.39 -1.04 -1.14
C 1.75 -0.04 -1.34
C 0.71 0.49 -0.40
C -0.68 0.61 -1.09
C -0.80 -0.43 -2.24
C -1.79 0.22 -0.08
H 2.03 0.56 -2.21
H 0.69 -0.04 0.54
H 1.02 1.53 -0.20
H -0.90 1.64 -1.37
H -0.29 -0.03 -3.13
H -1.82 -0.61 -2.56
H -0.37 -1.39 -1.91
H -1.50 0.58 0.91
H -2.80 0.58 -0.29
H -1.81 -0.88 0.09
H 0.62 -2.04 2.55
H 0.22 -3.48 1.95
O 0.72 -2.69 1.85
H 0.90 2.71 2.72
H 0.55 1.60 3.89
O 1.18 2.16 3.44
*
```

SMILES: CC(C)CC=O.O.O
Energy in eV: -11553.468
E_LUMO in eV: 0.4
Energy relative to the best compared isomer or geometry (same formula, charge and spin) in kJ/mol: 63.25
Max |F| in eV/Å: 2.159
Orbital gap in eV: 10.0

# 4
Formula: C4H13N3O
Source: the Open Molecules 2025 dataset
Level of theory: wB97M-V/def2-TZVPD

Structure (ORCA input):
```
! wB97M-V def2-TZVPD RIJCOSX def2/J DEFGRID3
* xyz 0 1
C -0.11 0.05 -0.14
N -0.81 0.46 -1.35
C -1.22 -0.64 -2.20
N -2.09 -0.23 -3.29
C 0.62 1.22 0.53
N 1.42 0.84 1.68
C 0.95 -0.09 2.65
O 1.40 -1.43 2.43
H 0.64 -0.66 -0.45
H -0.77 -0.41 0.61
H -1.48 1.19 -1.22
H -0.31 -1.06 -2.61
H -1.77 -1.43 -1.67
H -2.85 0.33 -2.94
H -1.57 0.21 -4.03
H -0.13 1.99 0.79
H 1.31 1.64 -0.20
H 2.40 0.80 1.42
H -0.13 -0.04 2.64
H 1.30 0.19 3.63
H 1.63 -1.48 1.49
*
```

SMILES: NCNCCNCO
Energy in eV: -10875.744
E_LUMO in eV: 1.0
Energy relative to the best compared isomer or geometry (same formula, charge and spin) in kJ/mol: 186.52
Max |F| in eV/Å: 1.200
Orbital gap in eV: 9.6

# 5
Formula: C8H8N2
Source: the Open Molecules 2025 dataset
Level of theory: wB97M-V/def2-TZVPD

Structure (ORCA input):
```
! wB97M-V def2-TZVPD RIJCOSX def2/J DEFGRID3
* xyz 0 1
C 0.22 -3.20 0.73
C 0.70 -2.19 -1.42
C 1.66 -1.18 0.76
C 0.46 -0.67 0.64
C 0.54 -2.07 -0.01
C -1.05 2.67 -0.42
C -0.55 0.35 0.71
C -0.19 1.39 -0.45
N -0.17 -3.94 1.52
N 0.96 -2.30 -2.54
H 2.70 -1.20 0.86
H -1.43 2.58 0.62
H -1.89 2.57 -1.17
H -0.48 3.65 -0.56
H -0.57 0.77 1.74
H -1.52 0.05 0.47
H -0.26 1.01 -1.38
H 0.88 1.73 -0.10
*
```

SMILES: CCCC1=CC1(C#N)C#N
Energy in eV: -11401.539
E_LUMO in eV: 0.6
Energy relative to the best compared isomer or geometry (same formula, charge and spin) in kJ/mol: 490.56
Max |F| in eV/Å: 6.494
Orbital gap in eV: 10.9

# 6
Formula: C3H8BNO
Source: the Open Molecules 2025 dataset
Level of theory: wB97M-V/def2-TZVPD

Structure (ORCA input):
```
! wB97M-V def2-TZVPD RIJCOSX def2/J DEFGRID3
* xyz 0 1
B 2.87 -0.41 -0.18
C -2.69 -0.30 -0.21
C -1.69 0.39 0.32
C -0.35 0.54 -0.15
N 0.77 0.30 0.72
O 1.95 0.52 -0.11
H 3.01 -1.40 0.46
H 3.68 0.07 -0.86
H -3.62 -0.45 0.45
H -2.72 -0.83 -1.18
H -1.89 0.85 1.29
H 0.03 1.58 -0.57
H -0.11 -0.16 -1.01
H 0.76 -0.70 1.04
*
```

SMILES: BONCC=C
Energy in eV: -7451.728
E_LUMO in eV: 0.7
Energy relative to the best compared isomer or geometry (same formula, charge and spin) in kJ/mol: 422.86
Max |F| in eV/Å: 6.282
Orbital gap in eV: 10.2

# 7
Formula: C32H22NO2PPt
Source: the Open Molecules 2025 dataset
Level of theory: wB97M-V/def2-TZVPD

Structure (ORCA input):
```
! wB97M-V def2-TZVPD RIJCOSX def2/J DEFGRID3
* xyz 2 1
Pt -0.58 1.34 0.04
O -3.18 3.93 1.39
C -2.21 3.25 1.32
O -1.22 3.24 0.46
C -2.01 2.15 2.36
C -2.73 2.15 3.55
C -2.46 1.15 4.45
C -1.46 0.18 4.18
C -1.11 -0.83 5.11
C -0.12 -1.72 4.83
C 0.58 -1.64 3.60
C 0.25 -0.69 2.68
C -0.77 0.24 2.94
N -1.11 1.24 2.05
H -3.46 2.92 3.73
H -2.99 1.10 5.39
H -1.65 -0.87 6.05
H 0.15 -2.48 5.55
H 1.39 -2.32 3.41
H 0.78 -0.61 1.74
C 4.82 -2.36 0.02
C 3.65 -2.77 0.63
C 2.46 -2.11 0.38
C 2.47 -1.02 -0.50
C 3.65 -0.57 -1.08
C 4.82 -1.26 -0.84
P 0.92 -0.20 -0.81
C 1.13 1.37 -1.69
C 1.83 2.39 -1.01
C 2.07 3.60 -1.63
C 1.59 3.81 -2.92
C 0.88 2.82 -3.60
C 0.64 1.60 -2.99
C -0.13 -1.25 -1.77
C 0.28 -2.37 -2.46
C -0.68 -3.16 -3.11
C -2.01 -2.81 -3.07
C -2.45 -1.65 -2.39
C -3.80 -1.23 -2.36
C -4.16 -0.08 -1.71
C -3.20 0.68 -1.02
C -1.91 0.27 -1.02
C -1.48 -0.87 -1.72
H 5.74 -2.89 0.21
H 3.66 -3.61 1.32
H 1.54 -2.43 0.84
H 3.66 0.29 -1.74
H 5.74 -0.94 -1.31
H 2.23 2.20 -0.01
H 2.63 4.37 -1.12
H 1.76 4.76 -3.40
H 0.52 3.00 -4.60
H 0.10 0.82 -3.52
H 1.32 -2.64 -2.49
H -0.37 -4.04 -3.66
H -2.75 -3.43 -3.57
H -4.55 -1.84 -2.86
H -5.19 0.25 -1.72
H -3.51 1.58 -0.50
*
```

Energy in eV: -51646.329
E_LUMO in eV: -8.6
Energy relative to the best compared isomer or geometry (same formula, charge and spin) in kJ/mol: 32.47
Max |F| in eV/Å: 2.566
Orbital gap in eV: 5.9

# 8
Formula: C2H3NO2
Source: the Open Molecules 2025 dataset
Level of theory: wB97M-V/def2-TZVPD

Structure (ORCA input):
```
! wB97M-V def2-TZVPD RIJCOSX def2/J DEFGRID3
* xyz 0 1
C -0.55 -1.05 0.53
C 0.24 1.42 -0.40
N 0.33 -1.76 0.20
O -1.30 -0.21 0.83
O 1.35 1.00 -0.26
H -0.41 1.15 -1.25
H -0.21 2.15 0.29
H 0.56 -2.71 0.06
*
```

SMILES: N=C=O.C=O
Energy in eV: -7706.614
E_LUMO in eV: 0.8
Energy relative to the best compared isomer or geometry (same formula, charge and spin) in kJ/mol: 118.61
Max |F| in eV/Å: 1.368
Orbital gap in eV: 10.7

# 9
Formula: C3H5F3O2S2
Source: the Open Molecules 2025 dataset
Level of theory: wB97M-V/def2-TZVPD

Structure (ORCA input):
```
! wB97M-V def2-TZVPD RIJCOSX def2/J DEFGRID3
* xyz 0 1
C -2.46 0.41 -0.28
C -1.35 -0.48 -0.26
C 2.93 -0.27 0.01
O -0.04 0.35 2.01
O 0.54 1.34 -0.19
F 2.75 0.87 0.65
F 4.12 -0.77 0.37
F 3.00 -0.02 -1.30
S 1.59 -1.39 0.42
S 0.10 0.21 0.60
H -2.87 0.67 0.70
H -2.36 1.32 -0.89
H -3.48 0.03 -0.72
H -1.15 -0.78 -1.33
H -1.32 -1.47 0.21
*
```

SMILES: CCS(=O)(=O)SC(F)(F)F
Energy in eV: -37108.501
E_LUMO in eV: -0.1
Energy relative to the best compared isomer or geometry (same formula, charge and spin) in kJ/mol: 22.77
Max |F| in eV/Å: 5.629
Orbital gap in eV: 10.4

# 10
Formula: C31H79N9O13
Source: the Open Molecules 2025 dataset
Level of theory: wB97M-V/def2-TZVPD

Structure (ORCA input):
```
! wB97M-V def2-TZVPD RIJCOSX def2/J DEFGRID3
* xyz 0 1
C 20.00 24.02 -21.24
O 20.80 23.52 -20.18
H 19.64 25.02 -21.04
H 20.54 23.99 -22.19
H 19.11 23.39 -21.35
H 20.85 22.57 -20.39
C 18.89 15.98 -24.99
O 19.67 17.13 -24.70
H 19.18 15.68 -26.00
H 19.08 15.14 -24.32
H 17.84 16.26 -25.05
H 19.11 17.86 -24.41
C 21.75 25.33 -24.71
O 21.54 25.69 -26.11
H 22.79 25.65 -24.62
H 21.08 25.92 -24.09
H 21.63 24.26 -24.63
H 22.15 26.39 -26.34
C 17.91 23.80 -24.37
O 17.72 25.03 -23.65
H 16.94 23.57 -24.82
H 18.65 23.99 -25.14
H 18.18 23.04 -23.64
H 16.88 25.05 -23.20
C 24.03 22.57 -27.07
O 24.73 22.34 -26.09
N 23.79 21.71 -28.07
C 22.90 22.04 -29.17
C 24.10 20.29 -27.98
H 23.49 23.52 -27.21
H 22.74 23.11 -29.28
H 21.91 21.58 -29.10
H 23.35 21.62 -30.08
H 25.05 20.06 -28.47
H 24.22 19.88 -26.97
H 23.22 19.72 -28.30
C 25.41 16.22 -26.34
O 26.56 15.88 -26.49
N 24.53 16.32 -27.36
C 23.13 16.69 -27.10
C 24.77 16.03 -28.75
H 24.89 16.45 -25.40
H 22.53 15.79 -27.25
H 22.82 17.50 -27.75
H 22.98 16.91 -26.04
H 24.62 16.90 -29.41
H 25.82 15.80 -28.91
H 24.08 15.28 -29.12
C 25.60 25.44 -24.56
O 25.33 26.62 -24.75
N 26.54 24.94 -23.75
C 26.75 23.53 -23.69
C 27.34 25.79 -22.90
H 25.05 24.63 -25.06
H 27.58 23.15 -24.29
H 25.86 23.07 -24.14
H 26.75 23.08 -22.70
H 28.20 25.32 -22.43
H 27.72 26.64 -23.46
H 26.75 26.28 -22.12
C 21.05 18.07 -29.71
O 21.72 19.06 -29.96
N 20.23 17.98 -28.65
C 19.33 16.83 -28.55
C 20.09 19.10 -27.71
H 21.11 17.16 -30.32
H 18.79 16.63 -29.48
H 18.58 16.98 -27.78
H 19.92 15.93 -28.37
H 19.26 18.79 -27.07
H 21.06 19.24 -27.23
H 19.84 20.07 -28.15
C 21.64 19.50 -20.38
O 21.20 20.62 -20.54
N 21.08 18.38 -20.88
C 19.82 18.40 -21.60
C 21.52 17.06 -20.42
H 22.64 19.28 -19.96
H 19.35 19.37 -21.71
H 19.14 17.70 -21.13
H 20.00 18.10 -22.64
H 22.56 16.90 -20.72
H 21.48 17.03 -19.33
H 20.92 16.29 -20.89
C 16.82 19.89 -24.25
O 17.79 19.15 -24.21
N 15.63 19.56 -23.69
C 14.64 20.61 -23.52
C 15.41 18.26 -23.10
H 16.82 20.89 -24.70
H 14.93 21.37 -22.80
H 13.70 20.22 -23.11
H 14.37 21.02 -24.49
H 14.56 17.77 -23.56
H 16.25 17.58 -23.24
H 15.26 18.38 -22.02
C 27.56 20.09 -25.77
O 28.63 19.99 -26.34
N 27.33 19.75 -24.49
C 26.06 20.11 -23.84
C 28.26 19.01 -23.63
H 26.68 20.53 -26.26
H 25.39 20.54 -24.58
H 26.27 20.82 -23.05
H 25.56 19.19 -23.54
H 28.05 19.37 -22.62
H 27.97 17.96 -23.59
H 29.27 19.29 -23.89
C 21.92 19.83 -24.72
O 23.01 19.32 -24.89
N 21.67 20.98 -24.05
C 20.30 21.24 -23.66
C 22.76 21.76 -23.49
H 20.97 19.36 -25.00
H 19.81 22.13 -24.04
H 20.34 21.40 -22.58
H 19.66 20.37 -23.77
H 23.70 21.31 -23.74
H 22.74 22.80 -23.81
H 22.54 21.89 -22.42
C 17.13 21.94 -27.88
O 16.77 21.99 -26.71
N 18.36 22.30 -28.29
C 18.58 22.47 -29.75
C 19.34 22.95 -27.48
H 16.50 21.46 -28.64
H 17.85 21.87 -30.27
H 19.59 22.12 -29.95
H 18.61 23.54 -29.97
H 19.28 22.64 -26.44
H 20.39 22.78 -27.74
H 19.31 24.05 -27.52
*
```

Energy in eV: -73454.292
E_LUMO in eV: 0.1
Max |F| in eV/Å: 2.321
Orbital gap in eV: 8.7

# 11
Formula: C3H6F6N3
Source: the Open Molecules 2025 dataset
Level of theory: wB97M-V/def2-TZVPD

Structure (ORCA input):
```
! wB97M-V def2-TZVPD RIJCOSX def2/J DEFGRID3
* xyz 1 1
C 0.10 0.22 -0.28
C 0.69 1.32 -1.13
C 0.82 0.61 1.76
N -1.35 0.30 -0.03
N 0.31 -1.06 -0.78
N -0.53 -2.05 -0.21
F 1.93 0.86 -1.44
F -0.03 1.50 -2.27
F 0.66 2.41 -0.46
F 1.81 1.40 1.87
F -0.20 1.02 2.55
F 1.21 -0.64 2.13
H -1.57 0.98 0.80
H -2.02 0.56 -0.87
H 1.19 -1.43 -1.08
H -1.63 -0.67 0.04
H -1.20 -2.46 -0.86
H -0.20 -2.85 0.27
*
```

Energy in eV: -23973.819
E_LUMO in eV: -3.9
Energy relative to the best compared isomer or geometry (same formula, charge and spin) in kJ/mol: 0.00
Max |F| in eV/Å: 4.548
Orbital gap in eV: 10.1

# 12
Formula: C5H9O5
Source: the Open Molecules 2025 dataset
Level of theory: wB97M-V/def2-TZVPD

Structure (ORCA input):
```
! wB97M-V def2-TZVPD RIJCOSX def2/J DEFGRID3
* xyz 0 4
O -0.31 1.45 0.62
O 0.99 1.12 0.98
H -0.69 0.69 0.15
O -1.18 -1.84 -0.13
C -2.31 -2.11 0.17
C -2.84 -3.44 0.67
C -3.76 -3.97 -0.42
C -3.47 -3.16 2.03
C -2.90 -3.79 3.28
O -2.63 -2.36 2.86
O -1.66 -4.26 0.77
H -3.15 -1.36 0.14
H -4.64 -3.33 -0.55
H -3.21 -4.05 -1.37
H -4.16 -4.97 -0.22
H -4.55 -2.97 2.01
H -3.52 -3.83 4.17
H -2.06 -4.49 3.16
H -1.96 -5.19 0.90
*
```

Energy in eV: -15556.856
E_LUMO (alpha / beta) in eV: 0.5 / -1.4
⟨S²⟩: 3.762
Energy relative to the best compared isomer or geometry (same formula, charge and spin) in kJ/mol: 544.30
Max |F| in eV/Å: 13.168
Orbital gap (alpha / beta) in eV: 5.5 / 8.7